{"formula": "C4H16BKO4", "method": "ωB97M-V/def2-TZVPD", "elements": ["K", "B", "H", "H", "H", "H", "C", "C", "O", "O", "H", "H", "H", "H", "H", "H", "C", "C", "O", "O", "H", "H", "H", "H", "H", "H"], "coordinates": [[0.82, -0.72, 0.15], [0.97, 2.16, 0.78], [1.74, 1.51, 0.39], [0.41, 1.74, 1.60], [1.45, 3.09, 1.06], [0.25, 2.40, 0.02], [1.32, 1.32, -2.91], [-0.15, 0.94, -3.20], [-0.84, 0.48, -2.01], [1.35, 2.59, -2.25], [1.85, 1.49, -3.86], [1.91, 0.61, -2.34], [-0.13, 0.18, -3.98], [-0.70, 1.85, -3.43], [-1.74, 0.30, -2.29], [0.97, 2.46, -1.38], [-1.52, -1.70, 2.55], [-0.59, -3.02, 2.45], [0.68, -2.65, 2.19], [-1.70, -1.12, 1.23], [-1.08, -0.96, 3.22], [-2.51, -1.93, 2.93], [-0.87, -3.78, 1.72], [-0.74, -3.47, 3.43], [1.24, -3.30, 2.61], [-2.41, -0.47, 1.32]], "de_lowest_kj_mol": 108.0, "e_tot_ha": -1087.62548, "gap_ev": 8.160, "charge": 0, "max_force_ev_per_a": 4.46, "homo_energy_ha": -0.313}